[1]
The following is a DFT calculation (ωB97M-V/def2-TZVPD) of C28H22Cl5N4O5SV as an isolated structure in a non-equilibrium geometry.

Calculated values
DFT total energy (eV): -144721.4793
Charge: +1
E_HOMO (spin up / spin down) (eV): -11.739 / -11.784
Energy above the lowest of the compared OMol25 structures with the same formula, charge and spin (eV): 0.000
Expectation value of S²: 0.762
Kohn-Sham gap (spin up / spin down) (eV): 7.128 / 7.510
2S+1: 2

XYZ file:
```
66
C28H22Cl5N4O5SV (ωB97M-V/def2-TZVPD)
V 1.12424 0.90579 -0.41057
O 1.78562 4.58406 0.83569
C 1.43688 3.41576 0.73398
N 1.42949 2.67991 -0.40951
C 2.03656 3.26814 -1.57680
C 3.24540 2.42358 -1.85678
C 4.40893 2.83243 -2.47231
C 5.47298 1.93998 -2.55220
C 5.32708 0.65946 -2.01999
C 4.12649 0.32050 -1.43017
N 3.10831 1.18107 -1.35031
C 0.98423 2.56650 1.85343
C 0.83862 3.02301 3.14531
C 0.36177 2.14885 4.11570
C 0.03779 0.85313 3.72268
C 0.23365 0.46980 2.41480
N 0.72087 1.29637 1.47613
H 1.32929 3.23386 -2.43052
H 2.29732 4.31020 -1.35585
H 4.50009 3.85524 -2.86450
H 6.41916 2.24300 -3.01792
H 6.14642 -0.07129 -2.04862
H 3.96214 -0.65410 -0.96340
H 1.10476 4.07166 3.35391
H 0.24114 2.47935 5.14664
H -0.36674 0.13493 4.44172
H -0.01258 -0.53996 2.08151
Cl 0.83614 -0.09440 -2.91230
C -0.65719 0.65147 -2.49705
C -0.62141 1.26860 -1.25714
C -1.74900 1.97816 -0.86789
Cl -1.70433 2.82619 0.61489
C -2.89961 2.00497 -1.65831
Cl -4.28285 2.87656 -1.15448
C -2.92033 1.30447 -2.87911
Cl -4.33864 1.27098 -3.81641
C -1.77729 0.62393 -3.31892
Cl -1.76151 -0.23303 -4.79085
C -3.69799 -0.89459 3.59404
C -3.25819 -1.54117 2.32335
C -2.68035 -0.78646 1.30234
C -2.30597 -1.38818 0.11144
C -2.47579 -2.75688 -0.04773
C -3.01907 -3.53189 0.96145
C -3.41657 -2.91477 2.14163
S -1.92610 -3.45497 -1.59610
O -2.85098 -4.45226 -2.04292
O -1.56553 -2.36176 -2.46113
N -0.50246 -4.23142 -1.23762
C 0.67127 -3.43706 -1.04234
C 0.95042 -3.05610 0.42287
C 1.67982 -1.74290 0.44685
O 2.82855 -1.55684 0.80006
O 0.98999 -0.74434 -0.01806
H -3.76400 0.20879 3.48490
H -2.98258 -1.11733 4.41889
H -4.69113 -1.29128 3.89780
H -2.53793 0.29181 1.43700
H -1.88594 -0.81361 -0.71741
H -3.15663 -4.61043 0.81233
H -3.86798 -3.51688 2.93824
H -0.59184 -5.12743 -0.73319
H 0.50173 -2.54744 -1.65931
H 1.54489 -3.97195 -1.48201
H 1.57716 -3.81390 0.93686
H 0.00925 -2.94789 0.98329
```


[2]
The following is a DFT calculation (ωB97M-V/def2-TZVPD) of a single C2H5N3OS molecule in a non-equilibrium geometry.

Calculated values
DFT total energy (eV): -19505.4077
E_HOMO (eV): -8.654
SMILES string: C=NNC(=O)NS
Energy above the lowest of the compared OMol25 structures with the same formula, charge and spin (eV): 3.543
Kohn-Sham gap (eV): 9.209

XYZ file:
```
12
C2H5N3OS (ωB97M-V/def2-TZVPD)
C -1.86092 -1.15361 0.11103
N -0.65579 -0.65409 -0.09479
N -0.58263 0.66438 -0.05708
C 0.64007 1.34345 0.09914
O 0.67654 2.57917 -0.08296
N 1.81628 0.56728 0.22033
S 2.37881 -1.08464 -0.00101
H -1.93071 -2.26236 -0.26343
H -2.75676 -0.55261 0.49378
H -1.52432 1.05164 0.02079
H 2.67531 1.17813 -0.13515
H 1.12411 -1.67675 -0.31066
```


[3]
The following is a DFT calculation (ωB97M-V/def2-TZVPD) of a single C4H3N molecule in a non-equilibrium geometry.

Calculated values
DFT total energy (eV): -5679.7186
E_HOMO (eV): -8.568
Energy above the lowest of the compared OMol25 structures with the same formula, charge and spin (eV): 4.789
Kohn-Sham gap (eV): 8.595

XYZ file:
```
8
C4H3N (ωB97M-V/def2-TZVPD)
C 1.13849 0.57080 0.05207
C 0.53854 -0.76074 0.25997
C 0.09784 1.44959 -0.03502
C -0.69188 -0.64692 -0.02061
N -1.74687 -0.00447 0.09087
H 2.13274 1.04497 0.00892
H 1.04562 -1.73190 0.33906
H -2.51448 0.07867 -0.69525
```


[4]
The following is a DFT calculation (ωB97M-V/def2-TZVPD) of a 3-piece molecular cluster, C27H52F4N2O13Si overall in a non-equilibrium geometry.

Calculated values
DFT total energy (eV): -77180.9018
E_HOMO (eV): -9.664
SMILES string: CCN[C@H](C)O[C@@H](CCOCC(F)(F)F)[C@@](CCO[Si](C)(C)C)(CON=O)OCCC(=O)F.CCOC(=O)OC.CCOC(=O)OC
Kohn-Sham gap (eV): 9.278

XYZ file:
```
99
C27H52F4N2O13Si (ωB97M-V/def2-TZVPD)
C -3.69714 3.62383 -2.54230
C -2.75427 3.33451 -1.24254
N -1.42259 4.02889 -1.36779
C -0.62284 3.68134 -0.12245
C 0.53451 4.83138 -0.04193
O -0.06196 2.37314 -0.37225
C 0.06481 1.60290 0.88364
C -1.16591 0.59376 0.92232
C -1.46466 -0.07022 2.39052
O -2.12713 -1.35756 2.23912
C -1.19704 -2.41762 1.95327
C -1.56307 -3.80881 2.72673
F -0.33957 -4.57933 2.68385
F -2.62051 -4.53462 2.11962
F -1.89138 -3.42463 4.06936
C 1.55257 0.92199 0.77428
C 2.01320 0.33653 2.23852
C 1.87302 1.39769 3.42992
O 2.69257 0.92769 4.53420
Si 1.78695 0.68887 5.99397
C 0.08813 -0.16634 5.76293
C 1.54198 2.25949 7.06020
C 2.84583 -0.52886 7.07946
C 1.61546 -0.32733 -0.21218
O 2.80549 -1.19012 -0.02001
N 3.02379 -1.79148 -1.24027
O 3.19978 -2.95865 -1.02078
O 2.40016 2.04439 0.50782
C 3.57649 1.85117 -0.26064
C 4.86686 1.27634 0.56702
C 5.21610 2.28176 1.75725
O 5.21829 3.53269 1.59365
F 5.57802 1.70460 3.02532
H -4.04937 2.62034 -2.98213
H -3.09919 4.18246 -3.36262
H -4.62528 4.22885 -2.20021
H -3.29145 3.60265 -0.25512
H -2.52928 2.19705 -1.25854
H -1.60460 5.04080 -1.28081
H -1.36965 3.73418 0.74599
H 0.43189 5.59199 -0.91380
H 1.59473 4.38730 -0.16113
H 0.42338 5.45712 0.91921
H -0.00747 2.37739 1.72142
H -1.19703 -0.19331 0.07367
H -2.11296 1.24004 0.72234
H -0.55121 -0.08197 3.07572
H -2.24252 0.61314 2.91577
H -0.13368 -2.16107 2.28882
H -1.13409 -2.69540 0.83025
H 1.38960 -0.63239 2.39216
H 3.10831 -0.02025 2.23794
H 2.28484 2.43747 3.12612
H 0.76899 1.57009 3.70846
H -0.29083 -0.45913 6.81564
H 0.12646 -1.15230 5.16340
H -0.68422 0.57750 5.34278
H 2.57333 2.74694 7.24826
H 1.18611 1.90448 8.10752
H 0.79793 3.00779 6.60526
H 3.74080 -0.01159 7.56993
H 2.20036 -0.99928 7.92379
H 3.21155 -1.43770 6.45547
H 1.55650 0.08122 -1.29643
H 0.73153 -1.06784 -0.11989
H 3.93463 2.91852 -0.56109
H 3.45610 1.32736 -1.28630
H 4.76418 0.18143 0.86402
H 5.74761 1.32807 -0.18443
C -2.29400 -5.13749 -1.81211
C -3.20844 -4.00456 -1.38456
O -3.96901 -3.50658 -2.49143
C -5.00446 -4.27077 -2.88232
O -5.34405 -5.31772 -2.38673
O -5.58096 -3.67808 -3.94366
C -6.63390 -4.44349 -4.52749
H -1.66144 -4.82610 -2.64806
H -1.65778 -5.45411 -0.98268
H -2.86650 -6.00297 -2.15324
H -2.60283 -3.17062 -1.02039
H -3.87003 -4.30434 -0.56682
H -7.38453 -4.71915 -3.78407
H -6.22220 -5.33441 -5.00787
H -7.11308 -3.82838 -5.29032
C 2.46232 1.44369 -7.07298
C 3.00018 0.42000 -6.09053
O 2.08111 0.20283 -5.01213
C 1.00956 -0.55432 -5.30690
O 0.76520 -1.05780 -6.37649
O 0.23919 -0.63022 -4.20634
C -0.99161 -1.31993 -4.40703
H 2.19784 2.37012 -6.55607
H 3.20333 1.66518 -7.84399
H 1.55503 1.08466 -7.56419
H 3.92242 0.79894 -5.64356
H 3.24492 -0.52520 -6.58366
H -0.82671 -2.31418 -4.82716
H -1.64762 -0.73239 -5.05374
H -1.47390 -1.43193 -3.43474
```


[5]
The following is a DFT calculation (ωB97M-V/def2-TZVPD) of a 2-piece molecular cluster, C6H14N2O2 overall in a non-equilibrium geometry.

Calculated values
DFT total energy (eV): -13524.3130
E_HOMO (eV): -9.022
SMILES string: CNC(C)=O.CNC(C)=O
Energy above the lowest of the compared OMol25 structures with the same formula, charge and spin (eV): 1.311
Kohn-Sham gap (eV): 9.633

XYZ file:
```
24
C6H14N2O2 (ωB97M-V/def2-TZVPD)
C -0.86599 -0.90848 2.05003
N -2.04394 -0.65893 1.20828
C -1.91161 0.37577 0.32977
C -3.18271 1.00534 -0.21387
O -0.86608 0.98134 0.11823
H -1.10561 -0.91055 3.12784
H -0.38902 -1.84997 1.70416
H -0.12140 -0.09444 1.82647
H -2.85376 -1.25498 1.22167
H -3.19346 1.05511 -1.28686
H -4.14180 0.52490 0.07624
H -3.24923 2.01746 0.14576
C 2.63813 0.33523 0.93930
N 1.83479 -0.19874 -0.15068
C 2.17536 0.13645 -1.44524
C 1.41150 -0.36943 -2.60411
O 3.11182 0.90210 -1.64144
H 3.26335 -0.40941 1.42404
H 3.19799 1.18288 0.51115
H 1.90071 0.71745 1.66647
H 0.98673 -0.74801 -0.09153
H 1.65352 -1.40179 -2.91292
H 0.33286 -0.57476 -2.44134
H 1.41785 0.14546 -3.56142
```


[6]
The following is a DFT calculation (ωB97M-V/def2-TZVPD) of a single C7H7NOS molecule in a non-equilibrium geometry.

Calculated values
DFT total energy (eV): -21743.3129
E_HOMO (eV): -8.119
SMILES string: SN1COc2ccccc21
Energy above the lowest of the compared OMol25 structures with the same formula, charge and spin (eV): 0.969
Kohn-Sham gap (eV): 8.828

XYZ file:
```
17
C7H7NOS (ωB97M-V/def2-TZVPD)
S 2.76945 -0.78751 -0.46125
N 1.66918 0.23926 0.30934
C 1.72910 1.68803 0.22460
O 0.47358 2.09579 -0.26699
C -0.41485 0.97566 -0.15490
C -1.74158 0.97990 -0.48944
C -2.34056 -0.26125 -0.42393
C -1.63386 -1.39201 -0.17398
C -0.26799 -1.43713 0.11782
C 0.29569 -0.15611 0.10153
H 3.13549 -1.28107 0.61658
H 1.93356 2.04588 1.21383
H 2.49230 2.16877 -0.33611
H -2.05861 1.97938 -0.69766
H -3.30118 -0.47790 -0.75982
H -2.26637 -2.26246 -0.15229
H 0.47568 -2.32324 0.29313
```


[7]
The following is a DFT calculation (ωB97M-V/def2-TZVPD) of C5H8GdO3 as an isolated structure in a non-equilibrium geometry.

Calculated values
DFT total energy (eV): -32254.5344
Charge: +3
E_HOMO (spin up / spin down) (eV): -20.169 / -20.169
Expectation value of S²: 16.374
Kohn-Sham gap (spin up / spin down) (eV): 5.665 / 3.469
2S+1: 8

XYZ file:
```
17
C5H8GdO3 (ωB97M-V/def2-TZVPD)
O 1.48165 -1.40300 0.29847
C -2.97008 -0.61075 -0.20893
C 0.23730 -1.59925 -0.24649
O -4.03392 -0.57309 -0.65590
O -2.19071 -1.39193 0.32516
C -0.75910 -1.21933 0.83530
Gd 3.45394 -0.24212 0.26107
H 0.07354 -2.65404 -0.52892
H 0.05435 -0.98830 -1.15108
H -0.69632 -0.17730 1.16224
H -0.74274 -1.89305 1.69472
C -2.47236 2.36145 0.53895
C -2.10508 1.73876 -0.60899
H -1.79530 2.42413 1.39505
H -3.52265 2.57565 0.75239
H -1.06008 1.45331 -0.75874
H -2.72034 1.85619 -1.50445
```


[8]
The following is a DFT calculation (ωB97M-V/def2-TZVPD) of C16H18BrNTb as an isolated structure in a non-equilibrium geometry.

Calculated values
DFT total energy (eV): -110852.5764
Charge: -1
E_HOMO (spin up / spin down) (eV): -3.302 / -3.303
Energy above the lowest of the compared OMol25 structures with the same formula, charge and spin (eV): 0.000
Expectation value of S²: 12.702
Kohn-Sham gap (spin up / spin down) (eV): 6.012 / 6.038
2S+1: 7

XYZ file:
```
37
C16H18BrNTb (ωB97M-V/def2-TZVPD)
C -1.89505 -0.96069 -1.32602
C -1.55375 -1.42469 -0.00109
C -1.90136 -0.39113 0.90132
H -1.16299 -2.40455 0.30789
C -2.49464 0.68655 0.17817
C -2.44737 0.34512 -1.20586
H -2.93219 0.88334 -2.02971
H -1.81345 -1.51867 -2.23129
H -1.84539 -0.48992 1.98325
H -2.94381 1.56109 0.65217
Tb 0.18395 0.14521 -0.86079
Br 1.10609 -2.30076 -1.31740
C 1.54900 0.75746 -2.86884
C 0.45120 1.54524 -3.33685
C -0.49650 0.66823 -3.95050
H 0.46157 2.63425 -3.48805
C -0.01382 -0.64423 -3.86625
C 1.31420 -0.61020 -3.31739
H 2.10867 -1.33888 -3.53064
H 2.51710 1.10991 -2.48789
H -1.35351 0.98082 -4.56280
H -0.49771 -1.54515 -4.26169
C -0.32508 2.39959 2.64001
C 0.44866 1.15733 2.76778
C 0.84975 0.62996 4.02583
C 1.46599 -0.59811 3.76099
C 1.43680 -0.76932 2.35762
C 1.92688 -1.93837 1.64462
N 0.81030 0.30323 1.73919
H 0.20017 3.22152 3.16637
H -1.31346 2.25749 3.12724
H -0.47467 2.67576 1.59923
H 0.63770 1.12113 4.96732
H 1.87281 -1.34606 4.41849
H 2.90127 -1.77717 1.18370
H 2.05570 -2.78648 2.33003
H 1.16689 -2.23887 0.89185
```


[9]
The following is a DFT calculation (ωB97M-V/def2-TZVPD) of C18H27BN as an isolated structure in a non-equilibrium geometry.

Calculated values
DFT total energy (eV): -21260.3583
Charge: +1
E_HOMO (eV): -9.527
Energy above the lowest of the compared OMol25 structures with the same formula, charge and spin (eV): 3.410
Kohn-Sham gap (eV): 6.579

XYZ file:
```
47
C18H27BN (ωB97M-V/def2-TZVPD)
C -1.37460 2.31263 1.77698
C -1.46196 3.62696 1.11437
C -2.47825 4.53236 1.11921
C -3.70192 4.46679 1.83232
C -4.13663 3.53423 2.76081
C -3.48822 2.36200 3.23484
C -2.32233 1.81979 2.79839
H -0.33685 2.00001 2.03920
H -0.65580 3.78241 0.39670
H -2.37895 5.42103 0.46885
H -4.43906 5.23776 1.55325
H -5.17089 3.66933 3.12508
H -4.05036 1.83941 4.03152
H -2.02445 0.87422 3.25233
C 1.28590 0.70732 -2.61212
C 1.62018 0.39803 -1.16377
N 1.01711 -0.87799 -0.64611
C 1.31908 -2.01395 -1.55585
C 2.62719 -2.31720 -1.83474
C 2.82278 -3.42270 -2.68987
C 1.72270 -4.10928 -3.22505
C 0.40684 -3.71668 -2.92563
C 0.21584 -2.64649 -2.07455
C 1.58951 -1.18989 0.72569
C 1.08748 -2.51647 1.25663
C 1.40212 -0.06951 1.74452
B -0.55887 -1.18626 -0.93781
H -1.66997 1.80459 0.92895
H 1.82801 1.60870 -2.92483
H 1.57829 -0.10790 -3.28675
H 0.21834 0.89929 -2.71004
H 2.71430 0.31214 -1.07285
H 1.29366 1.17838 -0.46992
H 3.42903 -1.72174 -1.36919
H 3.85947 -3.70318 -2.87354
H 1.88314 -4.97782 -3.86733
H -0.45457 -4.23284 -3.32221
H -0.82058 -2.25625 -1.78424
H 2.67747 -1.26549 0.58001
H 1.57801 -2.72362 2.21404
H 0.01041 -2.47702 1.42358
H 1.31152 -3.34340 0.57732
H 1.99882 -0.35625 2.63006
H 1.76400 0.91332 1.39967
H 0.35172 0.01758 2.05293
H -1.02109 -0.41726 -1.70782
H -1.06756 -1.66911 0.01698
```


[10]
The following is a DFT calculation (ωB97M-V/def2-TZVPD) of C2HEuO2 as an isolated structure in a non-equilibrium geometry.

Calculated values
DFT total energy (eV): -25509.1641
E_HOMO (spin up / spin down) (eV): -5.106 / -7.755
Expectation value of S²: 20.013
Kohn-Sham gap (spin up / spin down) (eV): 4.786 / 7.618
2S+1: 9

XYZ file:
```
6
C2HEuO2 (ωB97M-V/def2-TZVPD)
O 2.22743 -0.36561 -0.83274
C 1.37183 -0.06876 -0.02805
C -0.82277 0.13351 -0.34456
O -1.60663 0.47583 0.60317
H -1.14643 0.41208 -1.37148
Eu -0.02343 -0.58705 1.97366
```


[11]
The following is a DFT calculation (ωB97M-V/def2-TZVPD) of a 2-piece molecular cluster, C2H3ClFNO2 overall in a non-equilibrium geometry.

Calculated values
DFT total energy (eV): -22940.5364
E_HOMO (spin up / spin down) (eV): -9.288 / -9.679
Energy above the lowest of the compared OMol25 structures with the same formula, charge and spin (eV): 5.689
Kohn-Sham gap (spin up / spin down) (eV): 7.321 / 9.311

XYZ file:
```
10
C2H3ClFNO2 (ωB97M-V/def2-TZVPD)
C 1.76536 0.28304 -0.41126
C -1.12936 0.44176 0.47897
N -1.03701 -0.91771 0.05170
O -1.21905 -1.01942 -1.14453
O -0.74194 -1.79908 0.82788
F -1.15998 0.61507 1.80432
Cl -1.73413 1.57226 -0.56283
H 2.25476 1.13199 0.01677
H 1.42827 -0.45282 0.36744
H 1.57308 0.14490 -1.42846
```


[12]
The following is a DFT calculation (ωB97M-V/def2-TZVPD) of a single CH3F2PS molecule in a non-equilibrium geometry.

Calculated values
DFT total energy (eV): -26642.9351
E_HOMO (eV): -9.796
SMILES string: FC(F)(P)S
Energy above the lowest of the compared OMol25 structures with the same formula, charge and spin (eV): 3.330
Kohn-Sham gap (eV): 9.977

XYZ file:
```
8
CH3F2PS (ωB97M-V/def2-TZVPD)
F 1.07436 -0.94329 -1.11924
C 0.44727 -0.64416 0.08918
F 0.30044 -1.91730 0.59428
P -1.44211 0.22050 -0.32943
S 1.59869 0.38970 1.13729
H -0.90677 1.58785 -0.38466
H -1.76307 0.15201 -1.71843
H 0.69119 1.15469 1.73101
```